(1)
Density functional theory data (ωB97M-V/def2-TZVPD) for a structure of composition C19H27F4MgNSSi2.

Geometry as XYZ:
```
55
Properties=species:S:1:pos:R:3:nbo_charge:R:1
Mg -0.21 0.97 -0.35 1.09
F -6.94 0.62 -0.17 -0.36
C -5.83 0.73 -0.98 0.99
F -6.21 1.59 -1.96 -0.35
F -5.69 -0.46 -1.55 -0.30
C -4.65 1.24 -0.20 -0.28
C -4.93 2.27 0.67 -0.12
C -3.93 2.84 1.44 -0.35
C -2.67 2.28 1.31 0.10
N -2.38 1.29 0.48 -0.59
C -3.31 0.77 -0.36 0.09
S -2.72 -0.28 -1.56 -0.38
H -5.95 2.65 0.74 0.21
H -4.11 3.66 2.12 0.21
H -1.83 2.65 1.90 0.20
F 0.54 7.35 -0.16 -0.37
C 0.34 5.99 -0.23 0.35
C -0.63 5.50 -1.08 -0.33
C -0.81 4.11 -1.13 -0.24
C -0.07 3.20 -0.37 -0.57
C 0.90 3.78 0.46 -0.24
C 1.11 5.16 0.55 -0.33
H -1.22 6.18 -1.68 0.20
H -1.59 3.75 -1.80 0.19
H 1.54 3.15 1.07 0.20
H 1.87 5.58 1.20 0.20
C 2.94 -0.44 1.41 -1.12
Si 2.16 -0.72 -0.33 1.05
C 3.51 -1.96 -1.06 -1.12
C 3.01 0.75 -1.36 -1.14
H 4.01 -0.26 1.30 0.19
H 2.80 -1.32 2.04 0.20
H 2.51 0.41 1.95 0.21
H 4.49 -1.47 -1.10 0.19
H 3.25 -2.27 -2.08 0.20
H 3.60 -2.86 -0.45 0.18
H 4.10 0.78 -1.23 0.17
H 2.59 1.73 -1.10 0.21
H 2.79 0.58 -2.42 0.20
C -0.41 -5.01 0.80 -1.11
Si 1.17 -4.08 0.31 1.67
C 1.77 -4.99 -1.24 -1.11
C 2.41 -4.45 1.71 -1.11
C 0.86 -2.27 0.08 -1.43
H -0.22 -6.09 0.94 0.20
H -1.17 -4.89 0.03 0.23
H -0.82 -4.61 1.73 0.22
H 1.77 -6.07 -1.06 0.20
H 2.77 -4.68 -1.54 0.24
H 1.09 -4.79 -2.07 0.23
H 2.64 -5.52 1.76 0.20
H 1.98 -4.15 2.67 0.22
H 3.34 -3.90 1.58 0.23
H 0.05 -2.17 -0.65 0.25
H 0.41 -1.89 1.01 0.24
```

Its total charge is -2. The energy above the lowest of the compared OMol25 structures with the same formula, charge and spin comes out at 2.309 eV. For the LUMO energy, the calculation gives 4.8 eV. Its HOMO energy is 1.2 eV.

=====

(2)
Density functional theory data (ωB97M-V/def2-TZVPD) for an isolated molecule of C19H27FN6O in a non-equilibrium geometry.

Geometry as XYZ:
```
54
Properties=species:S:1:pos:R:3:nbo_charge:R:1
C -4.74 -2.37 -1.36 -0.61
C -4.04 -1.79 -0.13 -0.39
C -2.65 -1.18 -0.40 0.13
C -1.72 -2.21 -1.04 -0.62
C -2.78 0.08 -1.26 -0.62
N -2.11 -0.80 0.91 -0.20
N -2.78 -1.10 2.03 -0.08
N -2.11 -0.66 3.01 -0.06
N -1.00 -0.07 2.61 -0.31
C -0.98 -0.15 1.30 0.35
C 0.12 0.45 0.48 -0.12
C -0.12 1.95 0.44 -0.12
C -0.28 2.67 1.62 -0.17
C -0.50 4.03 1.60 -0.22
C -0.56 4.70 0.39 -0.19
C -0.39 4.01 -0.80 -0.30
C -0.17 2.65 -0.75 0.46
F 0.01 1.99 -1.92 -0.35
N 1.39 0.16 1.15 -0.43
C 1.72 -1.25 1.20 -0.23
C 2.26 -1.82 -0.13 -0.41
C 3.44 -0.99 -0.66 -0.33
C 4.69 -1.22 0.18 0.68
N 5.81 -0.68 -0.37 -0.83
O 4.73 -1.83 1.23 -0.62
C 3.05 0.50 -0.68 -0.42
C 2.53 0.92 0.70 -0.22
H -5.72 -2.74 -1.06 0.22
H -4.18 -3.20 -1.78 0.20
H -4.88 -1.62 -2.13 0.20
H -3.92 -2.59 0.61 0.23
H -4.67 -1.03 0.31 0.22
H -1.70 -3.12 -0.45 0.22
H -0.70 -1.82 -1.11 0.21
H -2.06 -2.44 -2.05 0.22
H -3.30 0.86 -0.71 0.22
H -3.34 -0.14 -2.16 0.22
H -1.80 0.46 -1.56 0.22
H 0.09 0.06 -0.55 0.20
H -0.23 2.12 2.56 0.26
H -0.63 4.57 2.52 0.22
H -0.74 5.77 0.36 0.22
H -0.42 4.51 -1.76 0.23
H 0.84 -1.82 1.51 0.21
H 2.49 -1.37 1.96 0.23
H 1.48 -1.83 -0.89 0.19
H 2.58 -2.84 0.04 0.23
H 3.67 -1.32 -1.68 0.22
H 5.81 -0.21 -1.25 0.39
H 6.69 -0.79 0.12 0.40
H 3.91 1.12 -0.94 0.21
H 2.28 0.65 -1.43 0.21
H 2.27 1.99 0.69 0.21
H 3.32 0.77 1.45 0.21
```

The energy above the lowest of the compared OMol25 structures with the same formula, charge and spin comes out at 0.273 eV. For the LUMO energy, the calculation gives 0.6 eV. Its HOMO energy is -8.4 eV.

=====

(3)
Density functional theory data (ωB97M-V/def2-TZVPD) for a structure of composition C19H27FNPW in a non-equilibrium geometry.

Geometry as XYZ:
```
50
Properties=species:S:1:pos:R:3:lowdin_spin:R:1
C -2.01 -2.88 1.35 0.02
C -0.84 -3.07 0.62 0.00
C -0.15 -1.99 0.06 0.02
C -0.64 -0.69 0.30 0.00
C -1.83 -0.48 1.01 0.02
C -2.50 -1.58 1.54 0.00
C 1.03 -2.23 -0.82 0.01
C 1.46 -1.14 -1.84 0.03
N 0.39 -0.29 -2.50 0.23
W 0.53 0.95 -0.41 1.21
C -2.35 0.92 1.20 0.04
P -1.49 2.16 0.10 0.08
H -0.45 -4.06 0.37 0.00
H -3.42 -1.38 2.09 0.00
H -2.57 -3.73 1.74 0.00
H -2.12 1.28 2.23 0.00
H -3.45 0.99 1.01 0.01
H 1.92 -2.41 -0.21 0.00
H 0.87 -3.19 -1.35 0.00
H 2.16 -0.41 -1.39 0.01
C -1.85 3.79 0.91 0.00
C -2.61 2.30 -1.34 0.01
H 2.10 -1.66 -2.63 0.01
C -0.93 -0.96 -2.76 0.02
C 0.89 0.21 -3.81 0.01
H 0.45 2.33 0.62 0.05
H -0.96 -1.27 -3.83 0.00
H -1.00 -1.85 -2.14 0.00
H -1.78 -0.29 -2.51 0.00
H 0.30 -0.27 -4.60 0.00
H 0.87 1.30 -3.91 0.01
H 1.93 -0.12 -3.92 0.00
H -3.51 2.89 -1.11 0.00
H -2.05 2.79 -2.15 0.00
H -2.91 1.29 -1.67 0.00
H -2.90 4.01 1.17 0.00
H -1.27 3.88 1.83 0.00
H -1.54 4.59 0.24 0.00
H -0.01 1.57 -1.94 0.16
F 4.36 -0.98 4.45 0.00
C 3.57 -0.52 3.43 -0.01
C 2.36 0.10 3.73 0.00
C 1.57 0.56 2.67 0.00
C 1.98 0.46 1.32 0.04
C 3.23 -0.14 1.09 0.00
C 4.01 -0.68 2.12 0.00
H 2.04 0.24 4.77 0.00
H 0.61 1.04 2.91 0.00
H 3.62 -0.18 0.07 0.00
H 4.94 -1.18 1.89 0.00
```

As for the spin multiplicity: 3. Its total charge is +2. Its expectation value of S² is 2.019. For the LUMO energy (alpha / beta), the calculation gives -8.5 / -10.4 eV. Its HOMO energy (alpha / beta) is -14.8 / -14.9 eV.

=====

(4)
Density functional theory data (ωB97M-V/def2-TZVPD) for a structure of composition C19H27N2Sc in a non-equilibrium geometry.

Geometry as XYZ:
```
49
Properties=species:S:1:pos:R:3:nbo_charge:R:1
C -2.43 0.40 -1.32 -0.57
H -3.15 -0.46 -1.23 0.24
H -3.13 1.25 -1.24 0.26
H -0.73 -1.28 1.77 -0.31
C -1.78 0.49 -2.69 -0.45
H -0.82 0.95 -2.56 0.22
H -1.56 -0.51 -3.05 0.23
C -2.64 1.24 -3.70 -0.60
H -2.13 1.33 -4.67 0.26
H -3.61 0.73 -3.84 0.23
H -2.85 2.24 -3.32 0.22
C 1.37 0.73 1.22 -0.04
C 1.27 1.74 0.22 -0.04
C 0.02 2.37 0.36 0.17
C -0.67 1.76 1.45 -0.20
C 0.22 0.80 2.05 0.05
C -0.01 -0.05 3.29 -0.67
C -2.02 2.17 1.94 -0.67
C -0.42 3.59 -0.38 -0.69
C 2.38 2.19 -0.65 -0.67
C 2.55 -0.14 1.44 -0.66
Sc -1.02 -0.42 0.26 1.71
H -2.57 1.34 2.39 0.23
H -1.97 2.97 2.69 0.27
H -2.63 2.55 1.10 0.23
H -1.07 -0.06 3.56 0.24
H 0.31 -1.09 3.16 0.24
H 0.57 0.28 4.16 0.27
H 3.21 -0.14 0.57 0.24
H 3.12 0.23 2.31 0.27
H 2.27 -1.19 1.62 0.23
H 2.03 2.75 -1.53 0.24
H 3.08 2.85 -0.10 0.27
H 2.97 1.35 -1.04 0.24
H -1.46 3.52 -0.74 0.25
H -0.34 4.49 0.26 0.29
H 0.21 3.78 -1.26 0.25
N 2.60 -6.79 0.32 -0.13
C 2.14 -5.73 0.13 0.20
C 1.52 -4.45 -0.09 -0.03
C 0.37 -4.14 0.63 -0.18
C -0.30 -2.96 0.33 0.03
N 0.23 -2.03 -0.50 -0.60
C 1.40 -2.30 -1.14 0.08
C 2.06 -3.51 -0.98 -0.19
H -0.05 -4.79 1.39 0.27
H -1.30 -2.82 0.77 0.23
H 1.79 -1.52 -1.80 0.24
H 2.96 -3.72 -1.55 0.28
```

Its total charge is +2. The energy above the lowest of the compared OMol25 structures with the same formula, charge and spin comes out at 0.771 eV. For the LUMO energy (alpha / beta), the calculation gives -9.9 / -9.4 eV. Its HOMO energy (alpha / beta) is -15.3 / -15.2 eV.

=====

(5)
Density functional theory data (ωB97M-V/def2-TZVPD) for an isolated molecule of C19H27N7O5 in a non-equilibrium geometry.

Geometry as XYZ:
```
58
Properties=species:S:1:pos:R:3:nbo_charge:R:1
C -1.78 2.48 2.88 -0.61
C -1.64 2.34 1.37 -0.05
C -2.89 2.62 0.59 -0.63
N -1.26 0.94 1.10 -0.10
N -2.16 0.17 0.57 0.00
N -1.54 -0.99 0.34 -0.12
C -2.46 -2.02 -0.13 -0.05
C -3.26 -1.48 -1.31 -0.62
C -3.40 -2.38 1.03 -0.62
C -0.21 -0.95 0.68 0.18
C 0.73 -2.14 0.34 -0.07
C 2.18 -1.78 0.68 -0.60
C 0.64 -2.43 -1.17 -0.62
C 0.29 -3.33 1.20 -0.60
C 0.02 0.39 1.04 0.19
C 1.16 1.22 1.27 -0.48
H -2.16 3.48 3.12 0.23
H -2.49 1.72 3.25 0.22
H -0.80 2.31 3.36 0.22
H -0.82 2.92 0.96 0.24
H -3.21 3.65 0.84 0.22
H -2.64 2.56 -0.47 0.25
H -3.70 1.91 0.83 0.22
H -1.88 -2.89 -0.45 0.23
H -4.02 -2.22 -1.59 0.22
H -3.77 -0.53 -1.09 0.23
H -2.62 -1.34 -2.19 0.24
H -4.15 -3.09 0.66 0.23
H -2.84 -2.87 1.83 0.22
H -3.93 -1.49 1.42 0.23
H 2.27 -1.48 1.73 0.21
H 2.85 -2.62 0.49 0.23
H 2.52 -0.94 0.05 0.22
H -0.33 -2.87 -1.44 0.20
H 0.78 -1.52 -1.78 0.25
H 1.40 -3.16 -1.45 0.23
H -0.73 -3.63 0.94 0.20
H 0.95 -4.20 1.04 0.23
H 0.30 -3.04 2.26 0.22
H 2.12 0.71 1.40 0.27
H 0.97 2.04 2.02 0.24
O 2.26 0.03 -4.79 -0.41
N 3.08 0.17 -3.86 0.51
O 4.24 -0.28 -3.90 -0.43
C 2.68 0.91 -2.68 -0.13
C 3.60 1.23 -1.68 -0.10
C 3.17 1.88 -0.51 -0.07
N 4.18 2.03 0.52 0.49
O 5.34 1.57 0.31 -0.43
O 3.87 2.60 1.60 -0.45
C 1.77 2.24 -0.16 -0.25
C 0.92 2.17 -1.33 0.14
N -0.44 2.33 -1.34 -0.13
O -0.83 1.14 -1.97 -0.21
N 0.20 0.53 -2.70 -0.08
C 1.28 1.26 -2.37 0.11
H 4.65 0.95 -1.79 0.29
H 1.57 3.18 0.43 0.26
```

For the LUMO energy, the calculation gives -0.6 eV. Its HOMO energy is -7.4 eV.

=====

(6)
Density functional theory data (ωB97M-V/def2-TZVPD) for a structure of composition C19H28AlN2O4PTe in a non-equilibrium geometry.

Geometry as XYZ:
```
56
Properties=species:S:1:pos:R:3:nbo_charge:R:1
Al 8.91 11.64 11.79 2.12
C 8.78 9.24 9.30 -0.67
C 9.89 9.53 10.27 0.07
C 9.59 9.61 11.67 -0.61
C 10.60 9.82 12.69 0.13
C 10.16 9.84 14.10 -0.69
C 11.94 9.90 12.25 -0.26
C 12.19 9.85 10.90 0.16
C 13.64 9.81 10.41 -0.66
C 11.17 9.70 9.89 -0.24
H 8.97 8.84 8.31 0.27
H 8.20 10.11 9.13 0.23
H 7.96 8.60 9.68 0.25
H 8.81 9.01 12.06 0.28
H 9.15 9.36 14.25 0.24
H 10.06 10.89 14.42 0.27
H 10.72 9.23 14.78 0.28
H 12.75 10.01 12.99 0.26
H 13.76 10.60 9.72 0.24
H 13.81 8.84 9.88 0.26
H 14.43 9.96 11.15 0.25
H 11.45 9.71 8.83 0.25
C 10.23 12.81 8.46 -0.64
C 10.74 13.16 9.88 -0.06
O 9.82 12.87 10.96 -1.00
P 9.85 13.90 12.41 1.75
O 9.04 12.72 13.14 -1.24
Te 8.88 15.87 12.12 -0.11
O 11.41 13.75 12.64 -0.85
C 12.10 15.09 12.94 -0.07
C 13.53 14.87 13.25 -0.64
H 11.19 12.58 7.92 0.25
H 9.62 13.62 8.01 0.25
H 9.67 11.85 8.48 0.21
H 11.00 14.23 9.95 0.23
H 11.63 12.66 10.10 0.20
H 11.56 15.60 13.77 0.22
H 11.98 15.78 12.09 0.21
H 13.68 14.73 14.28 0.23
H 14.10 15.88 13.04 0.25
H 13.95 14.09 12.65 0.23
N 2.23 12.51 10.74 -0.80
C 3.14 12.32 9.78 0.64
O 2.98 12.36 8.60 -0.53
C 4.58 12.18 10.37 0.01
C 4.83 11.17 11.31 -0.22
C 6.11 10.98 11.73 0.08
N 7.11 11.72 11.19 -0.72
C 6.89 12.75 10.32 0.08
C 5.61 13.03 9.92 -0.20
H 1.23 12.55 10.51 0.43
H 2.48 12.68 11.69 0.40
H 4.00 10.55 11.62 0.26
H 6.35 10.28 12.50 0.23
H 7.76 13.26 10.02 0.23
H 5.34 13.87 9.21 0.28
```

Its total charge is +2. The energy above the lowest of the compared OMol25 structures with the same formula, charge and spin comes out at 0.899 eV. For the LUMO energy, the calculation gives -6.7 eV. Its HOMO energy is -14.0 eV.